Record 1
{"formula": "C5H6FN3O2", "method": "wB97M-V/def2-TZVPD", "e_above_lowest_ev": 3.351, "multiplicity": 1, "total_charge": 0, "e_homo_ev": -9.71, "gap_ev": 9.26, "e_tot_ha": -608.5720, "elements": ["N", "C", "N", "O", "O", "C", "C", "C", "N", "C", "F", "H", "H", "H", "H", "H", "H"], "xyz": [[-1.4299, -0.5035, 1.4771], [-0.5911, -0.0625, 0.4686], [-0.8943, 1.4802, 0.0466], [-1.3532, 2.1382, 0.9455], [-0.3910, 1.9215, -0.9487], [0.9253, 0.1719, 0.8621], [1.9154, -0.1019, 0.0543], [1.6452, -0.6351, -1.2831], [0.5584, -1.1164, -1.7043], [-0.6593, -0.9826, -1.0506], [-1.3869, -0.4145, -1.9788], [-2.4254, -0.2123, 1.3258], [-1.1896, 0.0363, 2.3370], [0.9423, 0.6722, 1.8246], [2.8863, 0.2595, 0.4007], [2.5115, -0.6850, -1.9935], [-1.0636, -1.9659, -0.7832]], "lowdin_charge": [0.083, -0.284, -0.359, 0.061, 0.093, -0.007, -0.056, -0.126, 0.109, -0.318, 0.067, 0.126, 0.105, 0.118, 0.116, 0.127, 0.146]}

=====

Record 2
{"formula": "C3H10N4", "method": "wB97M-V/def2-TZVPD", "e_above_lowest_ev": 5.139, "multiplicity": 1, "total_charge": 0, "e_homo_ev": -8.04, "gap_ev": 9.21, "e_tot_ha": -339.1391, "elements": ["N", "N", "N", "N", "C", "C", "C", "H", "H", "H", "H", "H", "H", "H", "H", "H", "H"], "xyz": [[2.5608, 1.2872, 0.2524], [1.3419, 0.8618, 0.7837], [0.6459, -0.0116, -0.0225], [1.0205, -1.3270, -0.0082], [-0.9921, 0.0355, 0.2924], [-1.8807, 0.6790, -0.7061], [-1.9175, -0.8215, -0.4442], [3.0749, 0.5458, -0.0440], [2.5917, 1.9863, -0.3642], [1.5742, 0.3867, 1.6235], [0.2737, -1.7604, -0.5987], [1.1690, -1.7160, 0.9160], [-1.1598, 0.0112, 1.4314], [-1.3392, 0.9841, -1.5847], [-2.6310, 1.2968, -0.3330], [-2.7367, -1.0831, 0.1081], [-1.5958, -1.3548, -1.3018]], "lowdin_charge": [0.041, -0.123, -0.237, 0.003, -0.239, -0.094, -0.129, 0.026, 0.020, 0.087, 0.084, 0.068, 0.152, 0.101, 0.074, 0.073, 0.092]}

=====

Record 3
{"formula": "C4H9NO2", "method": "wB97M-V/def2-TZVPD", "e_above_lowest_ev": 2.286, "multiplicity": 1, "total_charge": 0, "e_homo_ev": -10.11, "gap_ev": 11.22, "e_tot_ha": -363.0015, "elements": ["C", "C", "C", "O", "H", "H", "H", "H", "H", "H", "H", "N", "C", "O", "H", "H"], "xyz": [[-1.1933, 1.3331, 0.0902], [-1.5779, 0.1012, 0.8602], [-1.5369, -1.2322, 0.2595], [-0.5318, -0.8236, 1.1873], [-0.7458, 2.0768, 0.7578], [-2.0820, 1.7810, -0.3690], [-0.4591, 1.0878, -0.6834], [-2.2682, 0.2491, 1.6915], [-2.1953, -2.0179, 0.6255], [-1.1975, -1.3329, -0.7709], [2.3521, 0.9080, -1.9887], [1.8125, 0.4512, -1.2588], [2.5673, -0.3058, -0.5730], [2.1445, -1.0222, 0.4607], [3.6370, -0.4626, -0.7446], [1.1883, -0.8362, 0.6193]], "lowdin_charge": [-0.049, -0.329, -0.104, -0.091, 0.083, 0.082, 0.048, 0.139, 0.112, 0.121, 0.043, 0.088, -0.370, 0.032, 0.124, 0.071]}

=====

Record 4
{"formula": "C39H35BF33O10PS", "method": "wB97M-V/def2-TZVPD", "multiplicity": 1, "total_charge": 0, "e_homo_ev": -8.44, "gap_ev": 7.41, "e_tot_ha": -6319.5235, "elements": ["C", "B", "O", "C", "C", "C", "C", "C", "C", "C", "O", "C", "C", "C", "C", "C", "O", "C", "C", "P", "C", "C", "C", "S", "O", "O", "F", "C", "O", "H", "H", "H", "H", "H", "H", "H", "H", "H", "H", "H", "H", "H", "H", "H", "H", "H", "H", "H", "F", "C", "F", "C", "F", "F", "C", "O", "C", "F", "F", "C", "F", "F", "H", "H", "H", "H", "F", "C", "F", "C", "F", "F", "C", "O", "C", "F", "F", "C", "F", "F", "H", "H", "H", "H", "F", "C", "F", "C", "F", "F", "C", "O", "C", "F", "F", "C", "F", "F", "H", "H", "H", "H", "F", "C", "F", "C", "F", "F", "C", "O", "C", "F", "F", "C", "F", "F", "H", "H", "H", "H"], "xyz": [[1.5567, -2.0843, 3.3627], [0.8759, -1.7640, 4.7407], [0.7667, -2.7984, 5.6468], [0.3072, -0.3434, 5.1929], [0.9870, 0.4254, 6.1464], [0.5031, 1.6497, 6.5475], [-0.6780, 2.1742, 6.0538], [-1.3712, 1.4250, 5.1288], [-0.8742, 0.1987, 4.7174], [-1.7628, -0.5177, 3.7002], [-1.2762, -0.8998, 2.6597], [-3.2361, -0.5326, 4.0913], [-3.7101, 0.6944, 4.4970], [-5.0300, 0.9087, 4.8771], [-5.5583, 2.2683, 5.3016], [-7.0785, 2.4559, 5.1710], [-7.4235, 3.7125, 5.7949], [-5.8588, -0.1991, 4.8772], [-5.4130, -1.4617, 4.5276], [-6.6936, -2.7924, 4.6673], [-8.0317, -2.2896, 5.8497], [-5.9740, -4.3088, 5.4775], [-4.0822, -1.6458, 4.0969], [-3.4876, -3.2397, 3.6147], [-4.5565, -3.8896, 2.9401], [-2.3044, -3.2185, 2.8369], [-3.1178, -4.0012, 4.9576], [-2.7025, 1.8496, 4.5414], [-2.9311, 2.9652, 4.1133], [1.7872, -3.1579, 3.3316], [0.9110, -1.8756, 2.4997], [2.4507, -1.4642, 3.2269], [0.0813, -2.5659, 6.2877], [1.9104, 0.0653, 6.5979], [1.0431, 2.2186, 7.3039], [-1.0860, 3.1296, 6.3753], [-5.0969, 3.0846, 4.7358], [-5.2668, 2.4178, 6.3558], [-7.6738, 1.7002, 5.6954], [-7.3689, 2.5603, 4.1175], [-6.6074, 4.0798, 6.1527], [-6.8829, -0.0156, 5.1760], [-8.9996, -2.5626, 5.4166], [-7.9488, -2.8919, 6.7683], [-8.0272, -1.2451, 6.1734], [-6.7911, -4.7492, 6.0676], [-5.1900, -4.0371, 6.1924], [-5.6722, -5.0579, 4.7483], [-4.0536, 2.6305, 0.3729], [-4.7418, 3.3986, 1.2360], [-5.8565, 2.6973, 1.5753], [-5.1379, 4.7502, 0.6380], [-6.0092, 4.5837, -0.3814], [-5.8138, 5.4224, 1.6146], [-3.9965, 5.6802, 0.1770], [-3.6399, 5.6903, -1.2057], [-2.7601, 4.7398, -1.7034], [-2.1615, 4.0795, -0.6948], [-1.7845, 5.4169, -2.3449], [-3.4215, 3.7970, -2.7143], [-4.4914, 3.1693, -2.1926], [-2.5390, 2.8425, -3.0909], [-4.1399, 3.5309, 2.1379], [-4.3661, 6.6904, 0.3522], [-3.1162, 5.5858, 0.8133], [-3.7500, 4.3473, -3.5985], [-0.7409, 2.7560, -8.8000], [-1.8059, 2.9393, -8.0014], [-2.2062, 4.2235, -8.1673], [-1.4899, 2.6910, -6.5230], [-0.6101, 3.6053, -6.0615], [-2.6529, 2.8978, -5.8402], [-1.0038, 1.2813, -6.1253], [0.3983, 1.0573, -5.9770], [1.1896, 0.7601, -7.0758], [0.4248, 0.4685, -8.1448], [1.8615, -0.3698, -6.7704], [2.2196, 1.8567, -7.3678], [1.6346, 3.0529, -7.5599], [2.9035, 1.5536, -8.4952], [-2.6139, 2.2839, -8.3387], [-1.3923, 1.1231, -5.1191], [-1.4689, 0.5057, -6.7344], [2.9240, 1.9484, -6.5383], [4.2093, -3.9732, -1.9245], [3.1264, -3.8197, -2.7085], [3.5092, -4.1321, -3.9708], [2.5707, -2.3920, -2.6823], [3.4592, -1.5268, -3.2233], [1.4843, -2.3902, -3.5045], [2.0906, -1.8359, -1.3256], [2.9794, -1.0042, -0.5790], [3.9388, -1.5576, 0.2538], [3.7028, -2.8708, 0.4284], [3.7727, -0.9786, 1.4627], [5.3647, -1.2700, -0.2228], [5.5706, -1.7060, -1.4805], [6.2645, -1.8984, 0.5656], [2.3628, -4.5370, -2.3958], [1.2643, -1.1685, -1.5692], [1.6512, -2.6135, -0.7000], [5.5737, -0.1982, -0.1997], [9.0273, -0.8434, -4.7290], [8.5562, -1.0701, -3.4898], [8.8329, 0.0396, -2.7597], [9.1922, -2.3021, -2.8345], [10.5140, -2.1128, -2.6259], [8.6287, -2.4345, -1.5998], [8.9832, -3.6529, -3.5509], [10.0191, -4.1407, -4.4051], [10.1053, -3.7252, -5.7238], [8.9857, -3.0760, -6.0901], [10.1580, -4.8457, -6.4769], [11.3760, -2.9134, -5.9981], [11.4661, -1.8390, -5.1940], [11.3662, -2.4650, -7.2750], [7.4688, -1.1744, -3.5427], [8.9456, -4.3931, -2.7521], [8.0078, -3.7084, -4.0349], [12.2634, -3.5314, -5.8453]], "lowdin_charge": [0.012, -0.442, 0.150, -0.033, -0.018, -0.061, -0.002, -0.090, -0.052, -0.237, 0.139, -0.043, -0.036, -0.112, -0.107, -0.223, -0.075, -0.041, -0.309, 0.960, -0.280, -0.287, -0.190, 0.660, -0.272, -0.220, -0.153, -0.227, 0.108, 0.077, 0.063, 0.058, 0.106, 0.125, 0.114, 0.126, 0.111, 0.143, 0.108, 0.127, 0.070, 0.077, 0.036, 0.035, 0.021, 0.037, 0.038, 0.027, 0.100, -0.301, 0.087, -0.434, 0.131, 0.104, -0.037, 0.044, -0.529, 0.144, 0.149, -0.283, 0.103, 0.089, 0.147, 0.148, 0.146, 0.174, 0.100, -0.305, 0.094, -0.436, 0.133, 0.095, -0.035, 0.043, -0.532, 0.145, 0.147, -0.284, 0.102, 0.100, 0.173, 0.143, 0.145, 0.176, 0.095, -0.303, 0.093, -0.438, 0.125, 0.106, -0.034, 0.044, -0.526, 0.147, 0.134, -0.280, 0.089, 0.102, 0.174, 0.150, 0.146, 0.178, 0.098, -0.303, 0.091, -0.437, 0.131, 0.101, -0.035, 0.042, -0.533, 0.146, 0.144, -0.286, 0.102, 0.098, 0.167, 0.148, 0.146, 0.175]}

=====

Record 5
{"formula": "C4H11N2O", "method": "wB97M-V/def2-TZVPD", "e_above_lowest_ev": 5.510, "multiplicity": 1, "total_charge": 1, "e_homo_ev": -13.56, "gap_ev": 7.69, "e_tot_ha": -343.3617, "elements": ["O", "C", "C", "C", "C", "N", "N", "H", "H", "H", "H", "H", "H", "H", "H", "H", "H", "H"], "xyz": [[1.0503, -1.0747, 0.4692], [0.2035, -0.5367, 1.1489], [-0.0395, 0.3244, 0.0355], [-0.7403, -0.0791, -1.2180], [-2.2505, 0.1289, -1.0194], [-2.3897, 1.4328, -0.3640], [3.6058, -0.4179, 1.1765], [-0.1175, -0.8935, 2.1346], [0.6704, 1.1596, 0.0167], [-0.3715, 0.3557, -2.1537], [-0.4676, -1.1162, -1.4200], [-2.8086, 0.1952, -1.9588], [-2.6749, -0.7788, -0.5546], [-3.3580, 1.6445, -0.1457], [-1.9030, 1.6414, 0.5053], [4.0734, -0.1880, 0.3108], [4.2617, -0.4358, 1.9459], [3.2561, -1.3619, 1.0907]], "lowdin_charge": [0.182, -0.043, 0.106, -0.131, -0.240, 0.008, 0.020, 0.182, 0.175, 0.143, 0.139, 0.129, 0.121, 0.091, 0.070, 0.021, 0.025, 0.002]}

=====

Record 6
{"formula": "C4H13N3", "method": "wB97M-V/def2-TZVPD", "e_above_lowest_ev": 4.009, "multiplicity": 3, "total_charge": 2, "e_homo_ev": [-16.74, -19.88], "gap_ev": [9.03, 5.63], "s_squared": 2.0056, "e_tot_ha": -323.4956, "elements": ["C", "C", "C", "C", "N", "N", "N", "H", "H", "H", "H", "H", "H", "H", "H", "H", "H", "H", "H", "H"], "xyz": [[1.3961, 0.9340, 0.1270], [3.2881, -0.6248, 0.3236], [-2.5319, -0.0323, 0.3634], [-1.3854, -0.9962, 0.3024], [2.1036, -0.3096, -0.0157], [0.1299, 0.7774, -0.6850], [-0.4032, -0.5207, -0.7894], [1.3039, 1.2848, 1.2140], [1.9724, 1.7464, -0.1930], [3.6318, -1.4800, 0.0014], [4.1240, -0.0589, 0.8361], [-2.3319, 0.8758, 0.9561], [-2.8937, 0.0703, -0.7361], [-3.3122, -0.4272, 0.8090], [-1.5468, -1.9888, -0.1200], [-0.9354, -0.9876, 1.2569], [1.3440, -1.0173, -0.2280], [-0.4386, 1.5770, -0.1932], [0.4893, 1.1483, -1.5927], [-0.9112, -0.5724, -1.7357]], "lowdin_charge": [-0.025, 0.108, -0.053, -0.150, 0.099, 0.040, -0.025, 0.221, 0.152, 0.069, 0.179, 0.103, 0.140, 0.037, 0.147, 0.110, 0.182, 0.238, 0.224, 0.203]}